Version w
Computed, not measured: 2 unconnected molecules or ions with the total composition C7H13O, with wB97M-V/def2-TZVPD.

The calculation puts the lowest unoccupied orbital energy at 1.42 eV. The total charge is -1.

Cartesian coordinates (Å):
C  0.421  -1.588  3.083
O  0.194  -2.847  3.611
C  0.175  -1.347  1.569
C  -0.305  0.037  1.143
C  -0.660  -0.006  -0.387
C  0.434  2.162  -3.578
C  -0.254  1.061  -2.829
C  -0.189  0.888  -1.396
H  1.423  -1.095  3.312
H  -0.271  -0.836  3.586
H  -0.536  -2.054  1.138
H  1.143  -1.646  1.100
H  0.564  0.612  1.432
H  -1.150  0.345  1.786
H  -1.435  -0.719  -0.643
H  -1.413  -2.005  2.819
H  -0.140  2.630  -4.389
H  1.376  1.769  -3.984
H  0.705  2.934  -2.822
H  -0.807  0.360  -3.505
H  0.725  1.347  -1.047

Version x
Computed, not measured: 2 unconnected molecules or ions with the total composition C7H13O, with wB97M-V/def2-TZVPD.

The calculation puts the lowest unoccupied orbital energy at 1.47 eV. The total charge is -1.

Cartesian coordinates (Å):
C  2.195  -0.782  -2.015
O  1.769  -0.493  -3.230
C  1.564  0.122  -0.886
C  0.407  -0.382  -0.038
C  -0.016  0.585  1.042
C  -2.387  1.083  0.526
C  -1.463  0.332  1.264
C  -1.841  -0.657  2.144
H  1.964  -1.915  -1.818
H  3.276  -0.808  -1.728
H  2.389  0.390  -0.180
H  1.281  1.067  -1.376
H  -0.440  -0.707  -0.646
H  0.833  -1.291  0.407
H  0.112  1.627  0.742
H  0.447  0.495  2.030
H  -3.373  0.659  0.389
H  -2.172  1.992  -0.008
H  -0.622  1.037  -1.375
H  -1.075  -1.309  2.542
H  -2.848  -1.046  2.215

Preferred: version x; penalty for the next structure: 109.3 kJ/mol.

Version w
Computed, not measured: a molecular structure, C34H39AsN4OPtTe, with wB97M-V/def2-TZVPD.

The calculation puts the lowest unoccupied orbital energy at -5.58 eV. The total charge is +2.

Cartesian coordinates (Å):
Pt  0.187  1.702  -0.812
C  2.239  -3.676  -3.618
C  2.489  -3.273  -2.312
C  1.676  -2.324  -1.714
C  0.608  -1.785  -2.426
C  0.345  -2.196  -3.727
C  1.170  -3.140  -4.323
As  -0.502  -0.478  -1.558
C  -2.046  -0.212  -2.664
C  -2.150  0.487  -3.857
C  -3.377  0.548  -4.501
C  -4.484  -0.081  -3.944
C  -4.383  -0.770  -2.745
C  -3.158  -0.843  -2.089
C  -2.912  -1.521  -0.795
C  -3.865  -2.209  -0.052
C  -3.507  -2.795  1.153
C  -2.206  -2.703  1.629
C  -1.244  -2.021  0.899
C  -1.601  -1.437  -0.305
H  2.875  -4.415  -4.084
H  3.318  -3.700  -1.764
H  1.884  -1.999  -0.699
H  -0.498  -1.793  -4.274
H  0.972  -3.463  -5.335
H  -1.291  0.981  -4.299
H  -3.470  1.080  -5.438
H  -5.438  -0.034  -4.452
H  -5.258  -1.251  -2.331
H  -4.882  -2.298  -0.408
H  -4.250  -3.334  1.725
H  -1.941  -3.170  2.569
H  -0.229  -1.957  1.272
C  2.907  3.511  -2.502
Te  1.230  2.354  -3.102
C  2.498  0.738  -3.644
H  3.612  2.849  -2.006
H  2.590  4.307  -1.842
H  3.347  3.938  -3.399
H  3.026  1.047  -4.543
H  1.913  -0.153  -3.845
H  3.192  0.564  -2.826
C  0.775  -2.882  3.645
C  1.942  -2.101  3.050
N  2.425  -1.014  3.896
C  3.635  -1.249  4.694
C  3.444  -2.285  5.790
C  1.741  0.128  4.098
O  2.021  0.980  4.922
C  0.539  0.442  3.232
C  -0.681  0.707  3.845
C  -1.719  1.215  3.089
C  -1.506  1.488  1.750
N  -0.340  1.233  1.153
C  0.660  0.701  1.881
H  0.480  -3.691  2.974
H  -0.090  -2.234  3.803
H  1.045  -3.317  4.604
H  1.673  -1.710  2.065
H  2.791  -2.766  2.885
H  3.918  -0.293  5.125
H  4.425  -1.558  4.005
H  2.623  -2.004  6.450
H  4.351  -2.350  6.391
H  3.249  -3.279  5.387
H  -0.795  0.543  4.909
H  -2.680  1.433  3.530
H  -2.284  1.922  1.140
H  1.593  0.528  1.359
C  -2.527  3.625  -1.098
C  -1.282  4.297  -0.637
N  -0.069  3.771  -0.439
C  0.775  4.812  -0.105
C  0.070  5.966  -0.090
N  -1.213  5.621  -0.427
H  -2.387  2.547  -1.163
H  -2.797  3.975  -2.096
H  -3.360  3.843  -0.428
H  1.801  4.654  0.170
H  0.358  6.974  0.143
H  -1.990  6.257  -0.513

Version x
Computed, not measured: a molecular structure, C34H39AsN4OPtTe, with wB97M-V/def2-TZVPD.

The calculation puts the lowest unoccupied orbital energy (spin up / spin down) at -7.06 / -7.15 eV. The total charge is +2.

Cartesian coordinates (Å):
Pt  -0.039  1.844  -0.563
C  1.447  -3.113  -4.101
C  1.557  -3.008  -2.721
C  0.806  -2.065  -2.039
C  -0.061  -1.231  -2.740
C  -0.181  -1.343  -4.121
C  0.580  -2.286  -4.797
As  -1.158  0.007  -1.756
C  -2.681  0.371  -2.848
C  -2.761  1.148  -3.992
C  -3.986  1.271  -4.634
C  -5.108  0.634  -4.117
C  -5.025  -0.141  -2.968
C  -3.802  -0.286  -2.323
C  -3.559  -1.089  -1.101
C  -4.499  -1.879  -0.449
C  -4.130  -2.603  0.674
C  -2.829  -2.555  1.162
C  -1.876  -1.774  0.523
C  -2.251  -1.053  -0.600
H  2.030  -3.852  -4.632
H  2.218  -3.670  -2.178
H  0.872  -2.010  -0.959
H  -0.869  -0.715  -4.672
H  0.486  -2.381  -5.870
H  -1.885  1.645  -4.393
H  -4.069  1.863  -5.535
H  -6.060  0.737  -4.619
H  -5.912  -0.629  -2.589
H  -5.514  -1.943  -0.815
H  -4.864  -3.220  1.172
H  -2.560  -3.128  2.038
H  -0.863  -1.736  0.907
C  -3.187  3.549  -1.899
Te  -1.968  3.561  -0.174
C  -0.849  5.277  -0.717
H  -3.843  4.414  -1.842
H  -3.769  2.633  -1.895
H  -2.554  3.596  -2.779
H  -0.579  5.219  -1.769
H  0.036  5.337  -0.090
H  -1.492  6.134  -0.531
C  1.514  -2.854  3.849
C  2.560  -1.939  3.229
N  3.036  -0.868  4.099
C  4.308  -1.065  4.801
C  4.245  -2.144  5.867
C  2.332  0.258  4.352
O  2.662  1.128  5.133
C  1.033  0.469  3.600
C  -0.188  0.364  4.253
C  -1.344  0.681  3.563
C  -1.248  1.106  2.252
N  -0.075  1.238  1.620
C  1.043  0.931  2.296
H  1.270  -3.664  3.161
H  0.595  -2.314  4.073
H  1.874  -3.296  4.775
H  2.171  -1.510  2.301
H  3.442  -2.518  2.949
H  4.572  -0.106  5.242
H  5.064  -1.308  4.049
H  3.452  -1.934  6.585
H  5.188  -2.175  6.410
H  4.081  -3.135  5.444
H  -0.223  0.049  5.288
H  -2.316  0.606  4.029
H  -2.138  1.332  1.681
H  1.981  1.091  1.778
C  2.313  3.259  -2.401
C  2.694  2.000  -1.714
N  1.914  1.235  -0.959
C  2.680  0.163  -0.541
C  3.931  0.295  -1.039
N  3.918  1.455  -1.773
H  1.229  3.390  -2.362
H  2.610  3.231  -3.449
H  2.785  4.122  -1.931
H  2.281  -0.626  0.068
H  4.807  -0.319  -0.946
H  4.699  1.842  -2.280

Preferred: version w; penalty for the next structure: 160.4 kJ/mol.

Version w
Computed, not measured: C3H9FN2 in the gas phase, with wB97M-V/def2-TZVPD.

The calculation puts the lowest unoccupied orbital energy at 1.05 eV.

Cartesian coordinates (Å):
N  -0.789  -0.759  -1.797
C  -0.109  0.348  -1.042
C  0.177  -0.145  0.308
N  -1.073  -0.391  1.097
C  0.972  0.757  1.233
F  1.353  0.082  2.369
H  -1.223  -0.395  -2.644
H  -0.075  -1.372  -2.113
H  0.819  0.609  -1.520
H  -0.668  1.300  -0.959
H  0.795  -1.047  0.111
H  -1.620  -1.057  0.580
H  -0.727  -0.681  1.951
H  0.307  1.582  1.618
H  1.862  1.170  0.808

Version x
Computed, not measured: 2 unconnected molecules or ions with the total composition C3H9FN2, with wB97M-V/def2-TZVPD.

The calculation puts the lowest unoccupied orbital energy at 1.01 eV.

Cartesian coordinates (Å):
C  -1.545  -1.067  -0.487
C  -1.599  -0.005  0.517
N  -1.425  1.202  0.207
F  -1.352  2.100  1.311
H  -2.510  -1.366  -1.007
H  -1.116  -2.062  -0.179
H  -0.988  -0.560  -1.380
H  -1.680  -0.302  1.571
C  1.673  0.320  0.542
N  1.630  0.310  -0.949
H  1.467  1.334  0.866
H  0.705  -0.124  0.749
H  2.578  -0.194  0.897
H  2.231  1.008  -1.277
H  1.930  -0.593  -1.380

Preferred: version w; penalty for the next structure: 257.9 kJ/mol.